56
Properties=species:S:1:pos:R:3 method="wB97M-V/def2-TZVPD" fmax_ev_per_a=1.08 lumo_ev="-6.627 / -8.543" total_charge=+2 relative_energy_kcal_mol=9.20 homo_ev="-13.31 / -14.55" mol_weight_g_mol=717.37 homo_lumo_gap_ev="6.687 / 6.010" e_tot_ha=-7373.40387 spin_multiplicity=5
Ru 0.272 -0.181 1.036
Cl 1.536 -2.402 1.184
C 0.633 -3.438 2.261
C 1.304 -4.514 2.772
C 0.620 -5.393 3.621
C -0.710 -5.190 3.931
C -1.385 -4.098 3.406
Cl -3.028 -3.871 3.804
C -0.729 -3.157 2.551
S -1.575 -1.806 1.980
H 2.343 -4.682 2.532
H 1.145 -6.242 4.035
H -1.237 -5.871 4.583
C -2.506 2.251 1.630
As -1.249 1.629 0.307
C -0.308 3.215 -0.272
C -2.325 1.050 -1.186
C -3.500 1.692 -1.562
C -4.219 1.216 -2.649
C -3.770 0.111 -3.359
C -2.596 -0.530 -2.990
C -1.877 -0.060 -1.898
As -0.218 -0.855 -1.317
C -0.430 -2.755 -1.621
C 1.088 -0.320 -2.645
H -3.073 3.074 1.193
H -1.968 2.599 2.508
H -3.181 1.442 1.906
H -1.028 3.938 -0.655
H 0.407 2.953 -1.051
H 0.220 3.637 0.582
H -3.868 2.553 -1.017
H -5.138 1.706 -2.939
H -4.339 -0.257 -4.202
H -2.260 -1.392 -3.553
H -0.641 -2.924 -2.678
H -1.257 -3.131 -1.019
H 0.489 -3.275 -1.357
H 0.732 -0.624 -3.630
H 2.037 -0.807 -2.423
H 1.210 0.762 -2.612
C 4.294 3.173 -2.453
N 3.627 2.129 -1.687
C 3.210 2.267 -0.437
N 3.313 3.454 0.162
S 2.617 0.924 0.449
H 4.509 2.791 -3.446
H 5.236 3.465 -1.984
H 3.645 4.045 -2.559
H 3.627 1.190 -2.049
H 3.804 4.227 -0.261
H 3.098 3.514 1.142
O 1.052 1.243 4.576
N 0.900 0.714 3.528
O 1.561 -0.238 3.075
O -0.113 1.048 2.756

=====

113
Properties=species:S:1:pos:R:3 method="wB97M-V/def2-TZVPD" fmax_ev_per_a=0.53 lumo_ev="-2.923 / -3.539" total_charge=+1 relative_energy_kcal_mol=8.85 homo_ev="-10.01 / -10.01" mol_weight_g_mol=1168.37 homo_lumo_gap_ev="7.087 / 6.471" e_tot_ha=-5910.91969 spin_multiplicity=2
Pt 0.651 -0.940 1.718
C 4.445 -1.339 5.494
O 3.074 -1.006 5.246
C 2.615 -0.937 4.010
O 1.443 -0.611 3.831
N 3.465 -1.178 2.988
N 2.962 -1.093 1.687
H 4.564 -1.290 6.571
H 5.113 -0.616 5.023
H 4.666 -2.353 5.157
H 4.375 -1.587 3.122
H 3.096 -1.980 1.179
H 3.294 -0.248 1.220
C 0.973 -1.059 -1.800
C 0.306 -0.903 -3.165
As 1.684 -0.849 -4.593
C 2.522 0.809 -3.979
C 3.798 0.744 -3.429
C 4.416 1.889 -2.939
C 3.764 3.110 -3.008
C 2.493 3.186 -3.565
C 1.875 2.042 -4.046
C 0.578 -0.075 -6.000
C -0.805 -0.209 -6.037
C -1.540 0.364 -7.069
C -0.896 1.070 -8.072
C 0.487 1.190 -8.053
C 1.219 0.617 -7.026
P -0.204 -0.847 -0.423
C -0.955 0.778 -0.620
C -0.243 1.776 -1.281
C -0.794 3.035 -1.435
C -2.030 3.329 -0.879
C -2.717 2.357 -0.166
C -2.184 1.085 -0.039
C -1.483 -2.087 -0.801
C -1.174 -3.437 -0.635
C -2.097 -4.422 -0.944
C -3.342 -4.070 -1.446
C -3.639 -2.735 -1.673
C -2.714 -1.747 -1.365
H 1.794 -0.350 -1.659
H 1.392 -2.063 -1.690
H -0.287 0.010 -3.230
H -0.356 -1.750 -3.355
H 4.314 -0.209 -3.383
H 5.409 1.827 -2.514
H 4.250 4.004 -2.640
H 1.987 4.142 -3.631
H 0.885 2.111 -4.485
H -1.326 -0.767 -5.268
H -2.617 0.259 -7.085
H -1.469 1.521 -8.872
H 0.996 1.731 -8.840
H 2.299 0.715 -7.019
H 0.729 1.570 -1.713
H -0.253 3.793 -1.984
H -2.451 4.319 -0.994
H -3.677 2.584 0.278
H -2.735 0.330 0.504
H -0.197 -3.721 -0.284
H -1.838 -5.463 -0.800
H -4.066 -4.836 -1.687
H -4.592 -2.456 -2.103
H -2.950 -0.716 -1.579
O -1.330 -0.742 2.816
N -2.625 -0.665 2.824
C -3.390 -1.563 2.176
C -4.766 -1.461 2.212
C -5.368 -0.436 2.920
C -4.556 0.473 3.587
C -3.189 0.342 3.525
H -2.854 -2.347 1.669
H -5.352 -2.200 1.684
H -6.444 -0.345 2.957
H -4.976 1.289 4.158
H -2.480 0.997 4.008
C -2.032 4.738 3.589
C -1.020 5.277 2.620
C -1.240 6.445 1.912
C -0.280 6.937 1.038
Cl -0.596 8.399 0.153
C 0.914 6.272 0.860
C 1.150 5.090 1.555
C 0.192 4.600 2.432
O 0.345 3.472 3.191
C 1.586 2.815 3.129
C 1.741 1.793 1.998
O 2.841 1.652 1.480
O 0.674 1.101 1.757
H -2.954 5.315 3.544
H -1.646 4.777 4.608
H -2.254 3.692 3.372
H -2.167 6.987 2.045
H 1.659 6.664 0.182
H 2.080 4.566 1.391
H 1.656 2.224 4.045
H 2.417 3.519 3.095
O -1.317 -3.408 3.162
C -0.359 -3.792 2.548
N 0.640 -3.006 1.913
C 1.533 -3.859 1.289
O 2.485 -3.545 0.586
C 1.125 -5.264 1.547
C 1.686 -6.454 1.129
C 1.047 -7.624 1.529
C -0.105 -7.585 2.314
C -0.660 -6.375 2.723
C -0.014 -5.226 2.317
H 2.579 -6.469 0.520
H 1.448 -8.581 1.225
H -0.574 -8.514 2.611
H -1.553 -6.329 3.330

=====

111
Properties=species:S:1:pos:R:3 method="wB97M-V/def2-TZVPD" fmax_ev_per_a=3.29 lumo_ev="-2.706 / -6.476" total_charge=+1 relative_energy_kcal_mol=91.65 homo_ev="-11.03 / -11.03" mol_weight_g_mol=704.74 homo_lumo_gap_ev="8.322 / 4.551" e_tot_ha=-2130.03630 spin_multiplicity=2
Ag 0.304 15.300 -8.901
C -3.835 15.554 -7.960
C -2.434 15.414 -8.411
O -1.806 14.438 -8.004
O -1.871 16.200 -9.201
H -4.384 15.943 -8.817
H -3.885 16.339 -7.206
H -4.255 14.683 -7.456
C 0.506 17.339 -4.956
C 0.207 17.027 -6.421
C 1.035 17.983 -7.380
O 0.514 17.700 -8.703
C 1.005 18.757 -9.591
N 0.577 15.642 -6.625
H 0.212 16.588 -4.224
H 0.074 18.327 -4.798
H 1.558 17.526 -4.738
H -0.871 17.004 -6.576
H 2.084 17.734 -7.221
H 0.850 19.016 -7.085
H 0.997 19.777 -9.206
H 0.298 18.671 -10.416
H 1.991 18.555 -10.007
H 1.439 15.428 -6.143
H 0.044 15.096 -5.963
C -3.379 19.219 -6.889
C -2.691 20.106 -7.979
C -1.493 20.782 -7.422
O -1.773 21.701 -6.405
C -2.093 23.071 -6.732
N -2.287 19.155 -8.995
H -4.325 18.867 -7.302
H -3.802 19.863 -6.118
H -2.771 18.378 -6.555
H -3.471 20.792 -8.310
H -0.823 21.329 -8.085
H -0.826 20.035 -6.991
H -3.147 23.343 -6.797
H -1.608 23.444 -7.633
H -1.660 23.743 -5.991
H -1.344 19.359 -9.294
H -2.257 18.202 -8.661
C -4.087 15.493 -4.343
C -4.586 15.132 -2.970
C -3.465 14.926 -1.908
O -2.674 13.762 -2.235
C -1.853 13.350 -1.147
N -5.502 16.135 -2.432
H -3.592 14.659 -4.839
H -3.535 16.430 -4.265
H -4.931 15.541 -5.030
H -5.140 14.217 -3.180
H -4.030 14.547 -1.057
H -2.957 15.823 -1.553
H -1.119 12.689 -1.608
H -2.392 12.808 -0.370
H -1.262 14.135 -0.676
H -6.144 16.139 -3.213
H -5.930 15.804 -1.580
C -1.537 12.599 -5.271
C -2.198 11.493 -6.066
C -3.717 11.473 -6.155
O -4.364 10.992 -4.950
C -5.740 10.965 -4.952
N -1.725 11.618 -7.440
H -0.472 12.387 -5.372
H -1.863 12.357 -4.260
H -1.808 13.640 -5.448
H -1.941 10.509 -5.673
H -3.998 10.873 -7.020
H -4.154 12.460 -6.310
H -5.910 10.706 -3.907
H -6.185 10.259 -5.653
H -6.228 11.929 -5.090
H -1.872 12.570 -7.742
H -2.397 11.100 -7.988
C 1.024 11.127 -10.051
C 0.630 12.550 -10.030
C -0.595 12.901 -10.847
O -0.592 14.346 -11.115
C -1.602 14.732 -12.026
N 0.654 13.015 -8.705
H 1.402 10.716 -10.987
H 0.160 10.550 -9.721
H 1.699 10.730 -9.292
H 1.402 13.126 -10.540
H -1.543 12.580 -10.415
H -0.627 12.244 -11.716
H -1.339 14.183 -12.930
H -1.643 15.816 -12.130
H -2.619 14.485 -11.722
H -0.074 12.498 -8.232
H 1.468 12.607 -8.268
C -6.419 13.292 -8.492
C -6.975 14.499 -7.752
O -8.339 14.503 -7.644
H -7.096 12.439 -8.453
H -5.390 13.081 -8.201
H -6.556 13.382 -9.570
H -6.604 15.386 -8.265
H -6.567 14.471 -6.742
H -8.734 15.126 -8.258
C -5.665 17.269 -11.367
C -6.678 16.595 -12.223
O -6.738 16.981 -13.632
H -5.738 16.914 -10.339
H -5.848 18.343 -11.341
H -4.620 17.154 -11.656
H -7.625 16.781 -11.716
H -6.475 15.540 -12.402
H -5.883 17.258 -13.968

=====

12
Properties=species:S:1:pos:R:3 method="wB97M-V/def2-TZVPD" fmax_ev_per_a=1.85 lumo_ev=1.031 relative_energy_kcal_mol=48.88 homo_ev=-9.16 mol_weight_g_mol=73.09 smiles=OC1CNC1 homo_lumo_gap_ev=10.191 e_tot_ha=-248.44860
O -1.867 0.026 -0.433
C -0.779 -0.071 0.426
C 0.270 1.071 0.100
N 1.031 0.023 -0.653
C 0.303 -1.054 0.052
H -1.465 -0.025 -1.305
H -1.160 -0.101 1.434
H -0.051 1.922 -0.517
H 0.807 1.444 0.973
H 2.028 0.006 -0.518
H 0.039 -1.951 -0.501
H 0.843 -1.288 0.943

=====

12
Properties=species:S:1:pos:R:3 method="wB97M-V/def2-TZVPD" fmax_ev_per_a=2.80 lumo_ev="-2.258 / -0.136" relative_energy_kcal_mol=98.03 homo_ev="-7.44 / -8.79" mol_weight_g_mol=195.57 homo_lumo_gap_ev="5.185 / 8.655" e_tot_ha=-2147.47201
C -0.023 -0.440 0.712
C 0.127 1.405 -1.233
Si 3.337 -0.052 0.133
S -0.618 1.219 0.236
Cl 3.810 -1.973 0.568
Cl 4.742 0.728 -1.127
Cl 3.520 0.939 1.947
H -0.287 -0.498 1.808
H 1.120 -0.421 0.546
H -0.795 -1.200 0.238
H -0.218 2.063 -1.999
H 1.184 1.046 -1.241

=====

34
Properties=species:S:1:pos:R:3 method="wB97M-V/def2-TZVPD" fmax_ev_per_a=2.56 lumo_ev=0.747 total_charge=-1 relative_energy_kcal_mol=11.35 homo_ev=-3.14 mol_weight_g_mol=439.48 homo_lumo_gap_ev=3.887 e_tot_ha=-3253.75617
Cl -3.608 3.305 2.639
C -2.486 2.275 1.864
C -2.889 1.065 1.333
Cl -4.528 0.637 1.263
C -1.934 0.112 0.785
O -2.272 -0.896 0.149
C -0.467 0.426 1.040
O 0.357 -0.436 1.346
C -0.185 1.869 1.100
Cl 1.365 2.398 0.620
C -1.119 2.711 1.675
Cl -0.674 4.294 2.139
C 3.649 -0.214 1.251
C 3.214 -1.614 0.954
O 2.163 -1.590 -0.047
C 1.358 -2.641 0.151
C -0.004 -2.508 -0.447
Cl -0.972 -3.848 -0.190
C -0.375 -1.814 -1.736
O -0.781 -2.387 -2.724
O -0.281 -0.468 -1.685
C -1.100 0.089 -2.736
C -1.321 1.542 -2.458
O 1.683 -3.617 0.825
H 4.245 -0.222 2.169
H 4.251 0.205 0.437
H 2.766 0.407 1.427
H 4.032 -2.230 0.550
H 2.845 -2.057 1.889
H -0.639 -0.104 -3.713
H -2.072 -0.412 -2.715
H -1.748 2.028 -3.339
H -2.053 1.620 -1.650
H -0.417 2.076 -2.166

=====

24
Properties=species:S:1:pos:R:3 method="wB97M-V/def2-TZVPD" fmax_ev_per_a=1.69 lumo_ev="-5.108 / -8.454" total_charge=+1 relative_energy_kcal_mol=0.00 homo_ev="-14.41 / -14.37" mol_weight_g_mol=352.08 homo_lumo_gap_ev="9.304 / 5.916" e_tot_ha=-2336.40541 spin_multiplicity=2
Ti -1.854 -0.324 -1.069
F 0.655 -2.319 3.186
C 1.356 -1.307 2.683
F 2.610 -1.400 3.105
F 0.838 -0.170 3.142
C 1.296 -1.334 1.164
C 2.452 -1.447 0.413
C 2.370 -1.460 -0.969
C 1.123 -1.343 -1.585
N 0.015 -1.227 -0.877
C 0.073 -1.221 0.483
S -1.472 -1.065 1.229
H 3.408 -1.528 0.911
H 3.260 -1.543 -1.576
H 1.015 -1.341 -2.661
O -2.615 -1.702 -1.866
O -3.539 -0.650 -1.470
O -1.026 1.153 -1.769
N -1.732 1.683 -0.757
C -1.680 2.934 -0.523
C -0.868 3.816 -1.316
N -0.208 4.507 -1.952
C -2.441 3.438 0.590
N -3.036 3.849 1.482

=====

46
Properties=species:S:1:pos:R:3 method="wB97M-V/def2-TZVPD" fmax_ev_per_a=0.44 lumo_ev="-6.171 / -7.807" total_charge=+2 relative_energy_kcal_mol=0.00 homo_ev="-14.07 / -15.32" mol_weight_g_mol=514.37 homo_lumo_gap_ev="7.904 / 7.518" e_tot_ha=-3752.74803 spin_multiplicity=6
Ru 0.512 -0.708 0.536
O -5.116 -0.072 3.503
C -4.015 -0.208 2.775
C -3.983 -0.164 1.379
C -2.776 -0.320 0.744
N -1.616 -0.509 1.405
C -1.683 -0.529 2.740
Br -0.017 -0.749 3.600
C -2.822 -0.384 3.480
H -5.906 0.045 2.956
H -4.886 -0.016 0.799
H -2.713 -0.311 -0.336
H -2.817 -0.411 4.561
C 0.155 3.681 1.711
C 0.933 4.347 0.783
C 1.617 3.612 -0.172
C 1.514 2.234 -0.173
N 0.750 1.588 0.726
C 0.088 2.305 1.644
C 2.242 1.379 -1.153
C 3.215 1.863 -2.009
C 3.862 0.986 -2.865
C 3.531 -0.359 -2.840
C 2.557 -0.771 -1.955
N 1.919 0.080 -1.140
H -0.393 4.211 2.478
H 1.010 5.427 0.797
H 2.219 4.119 -0.910
H -0.507 1.755 2.357
H 3.487 2.908 -2.005
H 4.628 1.351 -3.537
H 4.024 -1.078 -3.480
H 2.273 -1.813 -1.885
N -0.543 -1.615 -2.510
C -1.053 -2.693 -3.126
C -1.507 -3.548 -2.147
C -1.206 -2.903 -0.947
N -0.626 -1.717 -1.170
H -0.179 -0.776 -2.932
H -1.084 -2.763 -4.203
H -1.982 -4.505 -2.281
H -1.387 -3.236 0.064
C 1.907 -2.265 1.141
H 1.976 -2.896 0.255
H 1.554 -2.822 2.003
H 2.845 -1.751 1.345

=====

22
Properties=species:S:1:pos:R:3 method="wB97M-V/def2-TZVPD" fmax_ev_per_a=1.98 lumo_ev=0.914 relative_energy_kcal_mol=15.50 homo_ev=-9.48 mol_weight_g_mol=109.17 smiles=CCNCC.O.O homo_lumo_gap_ev=10.396 e_tot_ha=-366.62645
C 0.036 -2.644 0.093
C 0.595 -1.486 0.914
N 0.364 -0.193 0.280
C 1.236 0.888 0.784
C 0.847 2.124 -0.038
H 0.551 -2.721 -0.864
H 0.068 -3.559 0.677
H -1.025 -2.486 -0.123
H 1.681 -1.618 1.075
H 0.155 -1.543 1.916
H 0.640 -0.339 -0.687
H 2.295 0.625 0.824
H 0.901 1.076 1.811
H -0.207 2.352 0.098
H 1.004 1.983 -1.104
H 1.451 2.975 0.286
O -0.995 0.961 -2.502
H -1.542 1.470 -3.129
H -1.687 0.850 -1.847
O -2.328 0.358 0.231
H -1.431 0.004 0.354
H -2.608 0.923 0.950

=====

16
Properties=species:S:1:pos:R:3 method="wB97M-V/def2-TZVPD" fmax_ev_per_a=3.23 lumo_ev="-0.803 / -1.487" relative_energy_kcal_mol=168.69 homo_ev="-8.69 / -8.13" mol_weight_g_mol=229.02 homo_lumo_gap_ev="7.889 / 6.647" e_tot_ha=-659.89746
C -1.494 1.074 -0.234
C 0.011 -2.101 0.101
C -0.155 1.123 -0.747
C 0.800 -0.947 0.655
N 0.816 1.656 0.057
O 1.945 1.563 -0.429
O 0.656 1.922 1.249
I 2.721 -0.849 0.059
H -2.076 0.216 -0.722
H -1.575 0.820 0.864
H -2.001 2.138 -0.418
H 0.123 -3.028 0.739
H 0.581 -2.403 -0.812
H -1.072 -1.810 -0.073
H 0.186 0.896 -1.735
H 0.532 -0.268 1.446